{"formula": "C16H38NO14P3", "method": "ωB97M-V with the def2-TZVPD basis set", "smiles": "CC(C)=N[C@H]1COC(=O)C1.COP(=O)(OC)OC.COP(=O)(OC)OC.COP(=O)(OC)OC", "symbols": ["C", "C", "C", "N", "C", "C", "O", "C", "O", "C", "H", "H", "H", "H", "H", "H", "H", "H", "H", "H", "H", "C", "O", "P", "O", "O", "C", "O", "C", "H", "H", "H", "H", "H", "H", "H", "H", "H", "C", "O", "P", "O", "O", "C", "O", "C", "H", "H", "H", "H", "H", "H", "H", "H", "H", "C", "O", "P", "O", "O", "C", "O", "C", "H", "H", "H", "H", "H", "H", "H", "H", "H"], "coordinates": [[-0.42171, -5.69605, 0.88095], [-0.45890, -4.52897, -0.29202], [-0.29555, -4.78804, -1.90274], [-0.63576, -3.22223, 0.16460], [0.68037, -2.47647, 0.19171], [0.65733, -1.81235, 1.72184], [1.97082, -2.14723, 2.36584], [2.91493, -2.20484, 1.20588], [4.05130, -1.54097, 0.98001], [2.09843, -3.30026, 0.24625], [-0.60358, -6.78642, 0.46770], [-1.27801, -5.40043, 1.65403], [0.58658, -5.63949, 1.51561], [-0.06495, -3.74773, -2.40073], [0.52751, -5.56428, -2.20231], [-1.37375, -5.11062, -2.29754], [0.81513, -1.71001, -0.68458], [-0.31950, -2.23825, 2.21607], [0.48579, -0.64985, 1.61005], [2.64903, -3.58854, -0.75565], [2.17261, -4.26543, 0.92630], [-6.34267, -2.10476, 4.43431], [-6.27760, -1.02781, 3.51048], [-4.76337, -0.69208, 2.74406], [-4.49333, -2.18914, 2.54732], [-4.13230, -0.19589, 4.18546], [-4.73215, 0.92826, 4.79585], [-3.24914, -0.35637, 1.97783], [-3.33653, -0.29038, 0.56695], [-7.21209, -1.95026, 5.07678], [-6.47559, -3.04891, 3.89658], [-5.44977, -2.15302, 5.06396], [-5.33742, 0.60245, 5.64851], [-5.36946, 1.47596, 4.09366], [-3.95317, 1.59796, 5.16364], [-4.01200, 0.51806, 0.27864], [-3.69656, -1.23976, 0.16116], [-2.34189, -0.08454, 0.16292], [1.14512, 4.44613, -0.18828], [0.17142, 4.95321, 0.71300], [-1.47016, 4.44100, 0.52377], [-1.02354, 2.99939, 0.24967], [-1.57630, 5.27214, -0.89750], [-1.41255, 6.67407, -0.83506], [-3.11168, 3.92885, 0.33440], [-3.68122, 3.41836, 1.52502], [2.00360, 5.12098, -0.17722], [1.47993, 3.45794, 0.14282], [0.76070, 4.38997, -1.21060], [-0.42856, 6.94577, -1.23188], [-1.49849, 7.04450, 0.19188], [-2.17534, 7.15438, -1.44989], [-3.68932, 4.19694, 2.29099], [-3.11510, 2.55255, 1.87927], [-4.70979, 3.11126, 1.31850], [4.85227, -1.32053, -1.92559], [4.28314, -0.70505, -3.07223], [5.32201, 0.19267, -4.12475], [6.41690, -0.87537, -4.00926], [5.53375, 1.33760, -2.95582], [4.38579, 2.04604, -2.53577], [6.36090, 1.09044, -5.17711], [6.26199, 0.69713, -6.53287], [4.05149, -1.50906, -1.20745], [5.29974, -2.28056, -2.20193], [5.60057, -0.67953, -1.45098], [4.07833, 1.69127, -1.54625], [3.55389, 1.91698, -3.23611], [4.62431, 3.10815, -2.46093], [5.24374, 0.86550, -6.89034], [6.52716, -0.35767, -6.64550], [6.95222, 1.30325, -7.12542]]}

---

{"formula": "C16H39AlCl4N4O7V", "method": "ωB97M-V with the def2-TZVPD basis set", "charge": 1, "symbols": ["C", "C", "C", "O", "O", "C", "C", "N", "C", "N", "N", "C", "C", "C", "N", "H", "H", "H", "H", "H", "H", "H", "H", "H", "H", "H", "H", "H", "H", "H", "H", "H", "H", "H", "H", "H", "C", "Cl", "Cl", "H", "H", "C", "C", "O", "H", "H", "H", "H", "H", "C", "C", "C", "O", "H", "H", "H", "H", "H", "H", "H", "O", "V", "O", "Al", "Cl", "C", "O", "H", "H", "H", "H", "Cl"], "coordinates": [[3.13966, -2.47204, 1.80936], [3.27460, -3.94020, 1.41786], [2.07087, -4.78122, 1.66608], [2.16959, -5.92038, 2.10239], [0.88379, -4.24439, 1.38379], [0.00266, -5.12921, 0.68458], [-1.17173, -5.61894, 1.53709], [-2.43892, -5.05852, 1.14474], [-2.81928, -3.80577, 1.09818], [-4.07654, -3.57453, 0.58484], [-1.97376, -2.80041, 1.48666], [-2.26297, -1.49564, 0.84850], [-1.24691, -0.42180, 1.24346], [-0.31443, -0.00447, 0.12972], [-1.04800, 0.55010, -1.00960], [4.12500, -2.02515, 1.83071], [2.55423, -1.92863, 1.07908], [2.69100, -2.39883, 2.79065], [4.08936, -4.38682, 1.97594], [3.55793, -4.02134, 0.36189], [0.51473, -6.02698, 0.30170], [-0.39942, -4.53414, -0.12604], [-1.26525, -6.68168, 1.34235], [-0.96010, -5.51927, 2.59598], [-3.16204, -5.70817, 0.82592], [-3.97752, -3.96729, -0.40495], [-4.76104, -4.17155, 1.03053], [-1.90083, -2.73540, 2.49421], [-3.24894, -1.16763, 1.15669], [-2.30119, -1.67448, -0.21822], [-1.81266, 0.45118, 1.55643], [-0.67884, -0.74939, 2.11071], [0.36501, -0.80657, -0.17158], [0.32085, 0.77141, 0.52753], [-0.41939, 0.66135, -1.89759], [-1.74445, -0.13033, -1.31072], [-1.19704, 3.88463, -3.11768], [-2.53059, 4.97914, -3.47075], [-0.78407, 2.75391, -4.38975], [-0.30876, 4.48614, -2.96942], [-1.43454, 3.35976, -2.20277], [2.86839, 0.66137, -3.05714], [1.94559, -0.22793, -3.94176], [0.76103, -0.43301, -3.39029], [3.00019, 0.22530, -2.06990], [3.86367, 0.79454, -3.49511], [2.37076, 1.65234, -2.97498], [2.57378, -1.14776, -4.04926], [1.93415, 0.19958, -4.96113], [-0.65515, 7.27908, -0.73634], [-1.12563, 5.87455, -0.19737], [-1.29168, 6.00932, 1.34501], [-0.16523, 4.99668, -0.47612], [0.28428, 7.58217, -0.28005], [-0.53423, 7.23442, -1.81697], [-1.42178, 8.01554, -0.49371], [-2.12045, 5.68905, -0.62958], [-0.35942, 6.30106, 1.82481], [-1.62524, 5.06247, 1.76310], [-2.04437, 6.76994, 1.55552], [2.28332, 7.11614, -3.31732], [2.21764, 5.61664, -2.65792], [2.15036, 4.08079, -1.98028], [2.48155, -6.56022, -0.46253], [0.73382, 1.92792, -1.66499], [1.05137, 1.40769, 3.17771], [1.61983, 0.10116, 3.06252], [0.78728, 1.74178, 2.18070], [0.15413, 1.37860, 3.80069], [1.76818, 2.10954, 3.60656], [1.86520, -0.18874, 3.94459], [-4.00295, -5.72214, -1.35723]]}

---

{"formula": "C16H39Cl3NO9PSi2", "method": "ωB97M-V with the def2-TZVPD basis set", "smiles": "C/C(Cl)=C(\\Cl)[Si@@](O)(Cl)O[Si@H](N)P(C)O.COCCOCCOC.COCCOCCOC", "de_lowest_kcal_mol": 0.0, "symbols": ["C", "C", "Cl", "C", "Cl", "Si", "O", "Cl", "O", "Si", "N", "P", "C", "O", "H", "H", "H", "H", "H", "H", "H", "H", "H", "H", "H", "C", "O", "C", "C", "O", "C", "C", "O", "C", "H", "H", "H", "H", "H", "H", "H", "H", "H", "H", "H", "H", "H", "H", "C", "O", "C", "C", "O", "C", "C", "O", "C", "H", "H", "H", "H", "H", "H", "H", "H", "H", "H", "H", "H", "H", "H"], "coordinates": [[-4.43512, -0.94341, 1.29323], [-3.19262, -0.51682, 0.57114], [-3.45953, 0.52982, -0.78404], [-1.94693, -0.89240, 0.87624], [-1.77474, -2.01828, 2.19154], [-0.32806, -0.44891, 0.05837], [-0.12632, -1.42870, -1.23610], [-0.25916, 1.48894, -0.57551], [0.87215, -0.74484, 1.11957], [1.57513, 0.26300, 2.26158], [3.23311, -0.25639, 2.30965], [0.97071, 0.23355, 4.41407], [0.58049, -1.51733, 4.77513], [-0.50393, 1.00038, 4.50003], [-5.31523, -0.51334, 0.82580], [-4.39295, -0.58393, 2.32555], [-4.50333, -2.03130, 1.33109], [0.01261, -0.94578, -2.05850], [1.46259, 1.68281, 1.85222], [3.76216, 0.37688, 2.90284], [3.65750, -0.17474, 1.39051], [-0.47382, -1.74091, 4.63087], [1.20330, -2.16371, 4.15266], [0.82919, -1.70284, 5.82121], [-0.58889, 1.66461, 3.79247], [2.53565, -2.94868, -8.13008], [1.71882, -3.14311, -7.00010], [0.46361, -3.73222, -7.28228], [0.03581, -4.69428, -6.19877], [0.76233, -5.90724, -6.15599], [2.09257, -5.89489, -5.67106], [2.22142, -5.71127, -4.17694], [1.90374, -4.39168, -3.78196], [1.17721, -4.30006, -2.57537], [2.20757, -2.08861, -8.72517], [3.54718, -2.76097, -7.77344], [2.55156, -3.83739, -8.77042], [0.49174, -4.25937, -8.24274], [-0.29573, -2.94040, -7.34856], [-0.98737, -4.99590, -6.43618], [0.01615, -4.19824, -5.22582], [2.71268, -5.17098, -6.20473], [2.47692, -6.89167, -5.90102], [3.26227, -5.92741, -3.89803], [1.57474, -6.43415, -3.66691], [0.34852, -5.01666, -2.55493], [0.76834, -3.29679, -2.51014], [1.82095, -4.47191, -1.70532], [1.61508, 6.38868, 4.72039], [0.65651, 6.10823, 3.72694], [1.04260, 5.10105, 2.81249], [-0.12283, 4.23175, 2.41030], [-0.58596, 3.33926, 3.41710], [-1.29684, 3.85947, 4.53110], [-2.70812, 4.29965, 4.22446], [-2.73467, 5.48380, 3.45040], [-3.73336, 5.50595, 2.45736], [2.44238, 6.99017, 4.32705], [1.11533, 6.95332, 5.50568], [2.02032, 5.46900, 5.15642], [1.83169, 4.47184, 3.24095], [1.43640, 5.57512, 1.90288], [0.23334, 3.56889, 1.62135], [-0.93619, 4.83040, 1.99596], [-0.73862, 4.65399, 5.02927], [-1.37048, 3.02071, 5.22763], [-3.21917, 4.48408, 5.17891], [-3.23550, 3.48962, 3.70671], [-3.75439, 4.56841, 1.89018], [-3.49588, 6.32057, 1.77526], [-4.72663, 5.68354, 2.88554]]}

---

no.,frontier orbital gap (eV)
1,4.7
2,3.9
3,8.2